Version a
The following is a quantum chemistry calculation of the ion C11H16N3 with charge +1, from OMol25.

Its molar mass is 190.27 g mol⁻¹. Its SMILES is CC1=CC=C[C@H](N)[C@@]1(C)[n+]1ccc[nH]1. Its charge is +1. The gap between HOMO and LUMO is 9.0008 eV. Its HOMO energy is -11.952 eV.

Bonds (Å) are listed after each position.
Atoms and positions in Å:
1 C -0.37 -1.04 3.48  C2 1.432, C3 1.383, H15 1.174
2 C 0.76 -1.69 2.88  C1 1.432, N12 1.296, H16 1.069
3 C -0.78 -0.20 2.46  C1 1.383, N13 1.340, H17 1.054
4 C 0.61 1.89 -2.22  C5 1.451, C6 1.331, H18 1.092
5 C -0.63 2.04 -1.49  C4 1.451, C7 1.351, H19 1.086
6 C 1.53 1.00 -1.87  C4 1.331, C8 1.470, H20 1.144
7 C -1.00 1.14 -0.54  C5 1.351, C9 1.590, C10 1.507
8 C 1.41 0.31 -0.57  C6 1.470, C9 1.605, N14 1.491, H21 1.070
9 C -0.07 -0.04 -0.05  C7 1.590, C8 1.605, C11 1.545, N13 1.436
10 C -2.44 1.17 -0.11  C7 1.507, H22 1.071, H23 1.115, H24 1.073
11 C -0.49 -1.27 -0.88  C9 1.545, H25 1.148, H26 1.125, H27 1.110
12 N 0.95 -1.24 1.68  C2 1.296, N13 1.363, H30 1.175
13 N -0.06 -0.39 1.35  C3 1.340, C9 1.436, N12 1.363
14 N 2.31 -0.88 -0.47  C8 1.491, H28 0.995, H29 0.993
15 H -0.55 -0.94 4.64  C1 1.174
16 H 1.56 -2.25 3.32  C2 1.069
17 H -1.37 0.65 2.68  C3 1.054
18 H 0.70 2.35 -3.21  C4 1.092
19 H -1.47 2.64 -1.82  C5 1.086
20 H 2.45 0.81 -2.51  C6 1.144
21 H 1.78 0.99 0.16  C8 1.070
22 H -2.57 1.96 0.61  C10 1.071
23 H -2.62 0.32 0.59  C10 1.115
24 H -3.14 1.31 -0.91  C10 1.073
25 H -0.17 -2.23 -0.34  C11 1.148
26 H -0.02 -1.37 -1.91  C11 1.125
27 H -1.56 -1.21 -1.16  C11 1.110
28 H 3.12 -0.42 -0.12  N14 0.995
29 H 2.58 -1.31 -1.33  N14 0.993
30 H 1.60 -1.48 0.74  N12 1.175


Version b
The following is a quantum chemistry calculation of the ion C11H16N3 with charge +1, from OMol25.

Its molar mass is 190.27 g mol⁻¹. Its charge is +1. The gap between HOMO and LUMO (alpha / beta) is 7.9649 / 4.8473 eV. Its HOMO energy (alpha / beta) is -12.121 / -10.744 eV.

Bonds (Å) are listed after each position.
Atoms and positions in Å:
1 C 1.62 -1.95 0.40  C2 1.330, C4 1.492, H15 1.056
2 C 0.38 -2.40 0.28  C1 1.330, N13 1.446, H16 1.038
3 C 1.90 0.66 0.58  C4 1.319, N12 1.274
4 C 2.20 -0.58 0.25  C1 1.492, C3 1.319, N14 1.360
5 C -1.12 -0.45 -0.21  C11 1.449, N13 1.299
6 C 3.48 1.77 -0.55  C7 1.589, N12 1.277, H17 1.097
7 C 4.10 0.36 -0.95  C6 1.589, N14 1.411, H18 1.074, H19 1.118
8 C -3.58 -0.36 0.65  C11 1.570, H20 1.103, H21 1.171, H22 1.134
9 C -2.84 0.88 -1.36  C11 1.560, H23 1.084, H24 1.123, H25 1.074
10 C -1.66 1.43 0.94  C11 1.586, H26 1.162, H27 1.037, H28 1.091
11 C -2.32 0.33 0.00  C5 1.449, C8 1.570, C9 1.560, C10 1.586
12 N 2.49 1.74 0.25  C3 1.274, C6 1.277
13 N -0.84 -1.62 0.28  C2 1.446, C5 1.299, H29 1.033
14 N 3.52 -0.59 -0.09  C4 1.360, C7 1.411, H30 1.132
15 H 2.29 -2.74 0.62  C1 1.056
16 H 0.13 -3.38 0.04  C2 1.038
17 H 3.89 2.72 -0.90  C6 1.097
18 H 3.88 0.19 -1.98  C7 1.074
19 H 5.22 0.33 -0.87  C7 1.118
20 H -3.52 -0.83 1.65  C8 1.103
21 H -4.25 0.54 0.97  C8 1.171
22 H -3.98 -1.10 -0.11  C8 1.134
23 H -3.33 0.07 -1.88  C9 1.084
24 H -3.63 1.65 -1.17  C9 1.123
25 H -2.00 1.30 -1.89  C9 1.074
26 H -2.23 2.43 0.80  C10 1.162
27 H -1.87 1.24 1.93  C10 1.037
28 H -0.57 1.43 0.90  C10 1.091
29 H -1.61 -2.14 0.73  N13 1.033
30 H 4.27 -0.93 0.69  N14 1.132


Each structure's energy above the most stable one, in kJ/mol: version a 0.0; version b 552.3.